# CH4O3S

2 unconnected molecules or ions with the total composition CH4O3S in a non-equilibrium geometry (ωB97M-V/def2-TZVPD, OMol25).

Geometry as XYZ:
```
9
Properties=species:S:1:pos:R:3:lowdin_charge:R:1
H 0.89 -1.02 -0.56 0.096
O 0.70 1.16 0.00 -0.090
H 2.41 0.70 0.91 0.121
H -3.00 0.03 0.45 -0.002
O -0.96 -1.09 0.20 -0.649
H -1.91 0.38 -1.27 -0.015
S -1.52 0.26 0.11 0.815
O 1.76 -0.85 -0.12 0.075
C 1.63 0.42 0.28 -0.352
```

Output
Kohn-Sham gap, eV: 10.21
Energy relative to the best compared isomer or geometry (same formula, charge and spin), kcal/mol: 53.8
HOMO, eV: -9.6657
Multiplicity: 1